i | Computed, not measured: the ion HI3OP with charge +1, with ωB97M-V/def2-TZVPD.

Atoms and positions in Å:
O  0.62  -1.07  0.38
P  -0.18  0.14  -0.26
I  -2.28  -1.04  -0.48
I  0.54  0.96  -2.43
I  0.18  1.94  1.56
H  1.11  -0.93  1.22

Total charge: +1
Highest occupied orbital energy: -14.429 eV
LUMO energy: -6.936 eV
2S+1: 1
HOMO-LUMO gap: 7.493 eV
Molecular weight: 428.69 g mol⁻¹

---

ii | Computed, not measured: a cluster of 2 separate species, HI3OP in total, with ωB97M-V/def2-TZVPD.

Atoms and positions in Å:
O  1.22  0.31  0.21
P  -0.17  -0.20  -0.25
I  -1.22  -1.84  1.16
I  -0.16  -1.12  -2.52
I  -1.62  2.70  0.54
H  1.94  0.15  0.86

Total charge: +1
Highest occupied orbital energy (spin up / spin down): -13.570 / -13.586 eV
LUMO energy (spin up / spin down): -8.108 / -8.128 eV
2S+1: 1
HOMO-LUMO gap (spin up / spin down): 5.462 / 5.457 eV
Molecular weight: 428.69 g mol⁻¹

---

Energy comparison, zero being the most stable, in eV: i 0.000; ii 2.009.

---

i | Computed, not measured: a structure of composition C2H5N3O2S, with ωB97M-V/def2-TZVPD.

Atoms and positions in Å:
C  0.70  -0.57  0.75
C  -0.23  0.23  -0.06
H  0.84  -2.53  1.69
H  -0.46  -2.62  0.63
H  -0.61  1.65  -1.29
H  2.51  1.79  -0.56
H  -3.12  0.26  -0.85
N  0.25  -1.80  1.21
N  0.24  1.24  -0.80
N  -1.48  0.13  0.12
O  1.78  0.03  1.19
O  -2.21  1.10  -0.63
S  1.80  1.09  -1.40

Highest occupied orbital energy: -8.931 eV
LUMO energy: 0.128 eV
2S+1: 1
HOMO-LUMO gap: 9.059 eV
Molecular weight: 135.15 g mol⁻¹

---

ii | Computed, not measured: the molecule C2H5N3O2S, with ωB97M-V/def2-TZVPD.

Atoms and positions in Å:
C  0.23  -0.04  0.30
C  -2.11  0.62  -0.22
N  0.59  1.19  0.25
N  1.25  -1.02  0.48
N  -1.05  -0.40  0.04
O  3.40  -0.67  -0.83
O  2.06  1.27  0.27
S  2.77  -0.21  0.42
H  -2.67  0.52  -1.24
H  -2.92  0.49  0.42
H  -1.59  1.55  -0.09
H  1.34  -1.96  0.19
H  -1.31  -1.35  0.02

Highest occupied orbital energy: -9.026 eV
LUMO energy: 0.513 eV
2S+1: 1
HOMO-LUMO gap: 9.539 eV
Molecular weight: 135.15 g mol⁻¹

---

Energy comparison, zero being the most stable, in eV: i 1.960; ii 0.000.

---

i | Computed, not measured: a cluster of 15 separate species, C4H28BO22 in total, with ωB97M-V/def2-TZVPD.

Atoms and positions in Å:
O  -2.35  0.09  1.87
C  -1.49  0.61  1.13
O  -0.78  -0.02  0.25
B  0.15  0.96  -0.31
O  -0.22  2.25  0.23
C  -1.14  2.09  1.09
O  -1.74  2.94  1.63
O  -0.03  1.00  -1.80
C  1.07  0.56  -2.39
O  1.24  0.32  -3.61
C  2.17  0.38  -1.33
O  1.55  0.58  -0.09
O  3.27  -0.09  -1.45
O  -0.22  -5.21  0.13
H  0.35  -5.46  -0.60
H  -1.07  -5.04  -0.27
O  3.72  3.35  3.59
H  3.28  2.89  2.88
H  3.21  3.13  4.37
O  10.01  -1.26  -1.27
H  10.46  -0.72  -0.61
H  9.43  -0.65  -1.72
O  -5.37  1.30  6.87
H  -6.32  1.32  6.77
H  -5.05  0.93  6.05
O  -0.61  -1.31  6.71
H  0.31  -1.57  6.66
H  -1.07  -1.92  6.13
O  1.38  4.36  -7.80
H  2.18  4.02  -7.40
H  0.87  4.69  -7.05
O  -4.28  7.67  5.67
H  -4.16  7.36  4.77
H  -5.23  7.82  5.74
O  -1.30  -1.65  -9.49
H  -0.71  -1.00  -9.13
H  -0.73  -2.33  -9.85
O  -2.54  4.33  -4.15
H  -2.21  3.45  -3.95
H  -2.42  4.82  -3.33
O  -6.99  -3.31  2.04
H  -6.59  -2.50  2.36
H  -7.87  -3.05  1.76
O  7.89  -5.27  -0.84
H  7.65  -5.51  0.05
H  8.10  -4.34  -0.79
O  4.01  -3.66  2.99
H  3.33  -3.48  2.34
H  3.71  -4.45  3.44
O  -8.90  1.03  1.48
H  -8.54  1.20  2.34
H  -9.79  1.38  1.51
O  3.17  -4.59  -4.42
H  3.32  -3.68  -4.16
H  3.89  -4.77  -5.03

Total charge: -1
Highest occupied orbital energy: -7.485 eV
LUMO energy: 1.670 eV
2S+1: 1
HOMO-LUMO gap: 9.156 eV
Molecular weight: 439.06 g mol⁻¹

---

ii | Computed, not measured: a cluster of 15 separate species, C4H28BO22 in total, with ωB97M-V/def2-TZVPD.

Atoms and positions in Å:
O  -2.19  1.92  2.05
C  -1.47  1.55  1.17
O  -0.42  0.77  1.22
B  0.07  0.45  -0.14
O  -0.70  1.33  -1.03
C  -1.70  1.85  -0.34
O  -2.54  2.59  -0.76
O  -0.15  -0.97  -0.45
C  1.00  -1.61  -0.58
O  1.15  -2.78  -0.77
C  2.12  -0.55  -0.37
O  1.54  0.61  -0.18
O  3.30  -0.78  -0.36
O  -2.61  -2.67  -0.26
H  -2.39  -2.79  0.67
H  -2.43  -1.75  -0.44
O  -3.49  -0.18  -1.65
H  -3.63  0.73  -1.35
H  -4.32  -0.63  -1.44
O  -3.38  1.24  4.48
H  -2.85  1.61  3.75
H  -4.25  1.12  4.10
O  4.22  -3.78  -1.57
H  4.10  -3.97  -0.63
H  4.26  -2.81  -1.60
O  -1.21  5.14  0.74
H  -2.07  4.87  0.39
H  -1.29  5.03  1.69
O  3.37  -0.62  -3.61
H  4.22  -1.00  -3.85
H  3.43  -0.49  -2.66
O  0.07  -5.69  0.64
H  0.29  -6.61  0.49
H  0.17  -5.26  -0.22
O  3.88  2.86  0.62
H  4.65  2.28  0.63
H  3.33  2.51  -0.09
O  -4.22  4.06  1.11
H  -3.92  3.16  1.31
H  -5.02  3.94  0.59
O  0.99  1.23  3.92
H  0.84  0.38  3.49
H  1.81  1.54  3.55
O  6.01  0.74  -0.07
H  5.71  0.29  0.73
H  6.90  0.42  -0.22
O  0.79  -3.85  -3.59
H  0.88  -3.52  -2.69
H  -0.16  -3.80  -3.76
O  -1.53  2.02  -3.77
H  -2.47  2.13  -3.92
H  -1.43  2.07  -2.80
O  -2.70  -1.42  2.35
H  -2.76  -1.80  3.23
H  -1.78  -1.13  2.27

Total charge: -1
Highest occupied orbital energy: -8.130 eV
LUMO energy: 2.157 eV
2S+1: 1
HOMO-LUMO gap: 10.287 eV
Molecular weight: 439.06 g mol⁻¹

---

Energy comparison, zero being the most stable, in eV: i 2.263; ii 0.000.